Entry 1:
The following is a DFT calculation (ωB97M-V/def2-TZVPD) of a 6-piece molecular cluster, C3H17O7 overall.

The value obtained for the HOMO energy is -5.15 eV. For the LUMO energy, the calculation gives 0.1323 hartree. The value obtained for the HOMO-LUMO gap is 8.7 eV.

Geometry as ORCA input:
```
! RIJCOSX wB97M-V def2-TZVPD def2/J DEFGRID3
* xyz -1 1
C -0.665 0.577 -2.073
C 0.557 1.332 -1.524
O 1.556 0.396 -1.064
C -1.829 0.582 -1.015
O -1.498 0.443 0.336
H -0.332 -0.451 -2.160
H -1.087 0.922 -3.016
H 1.047 1.977 -2.251
H 0.240 1.872 -0.634
H 1.532 0.433 -0.084
H -2.437 1.485 -1.176
H -2.368 -0.354 -1.237
H 0.244 -2.320 1.566
H 1.728 -1.952 1.047
O 1.198 -2.610 1.488
H -0.789 1.332 1.021
H -0.909 2.695 1.981
O -0.477 1.848 1.942
H 1.425 -0.021 1.850
H 1.366 1.543 1.972
O 1.895 0.791 1.641
H -1.298 -1.293 2.518
H -1.390 -0.975 0.992
O -1.353 -1.731 1.674
H 1.162 -2.812 -0.794
H 1.375 -1.396 -1.376
O 1.109 -2.314 -1.619
*
```

Entry 2:
The following is a DFT calculation (ωB97M-V/def2-TZVPD) of a 5-piece molecular cluster, C3H18NO4 overall.

The value obtained for the HOMO energy is -13.34 eV. For the LUMO energy, the calculation gives -0.1068 hartree. The value obtained for the HOMO-LUMO gap is 10.4 eV.

Geometry as ORCA input:
```
! RIJCOSX wB97M-V def2-TZVPD def2/J DEFGRID3
* xyz 1 1
C -0.115 2.190 -0.574
C -0.004 2.368 0.926
C 1.167 1.678 1.626
N -0.875 0.977 -1.041
H -0.562 3.079 -1.017
H 0.879 2.149 -1.017
H -0.940 2.128 1.444
H 0.054 3.438 1.129
H 1.136 0.724 2.142
H 2.028 1.797 0.958
H 1.492 2.355 2.425
H -0.311 0.138 -1.045
H -1.714 0.850 -0.492
H -1.240 1.221 -1.961
H -2.684 -0.356 -3.505
H -1.694 -1.542 -3.350
O -2.051 -0.753 -2.900
H -0.366 -1.032 1.220
H -1.788 -0.797 1.768
O -1.225 -0.658 0.998
H 3.789 -2.042 5.846
H 4.598 -1.569 4.622
O 4.451 -1.409 5.557
H -1.544 -3.133 -5.096
H -1.471 -3.977 -3.871
O -1.184 -3.114 -4.198
*
```

Entry 3:
The following is a DFT calculation (ωB97M-V/def2-TZVPD) of a 6-piece molecular cluster, C3H20NO6 overall.

The value obtained for the HOMO energy is -13.66 eV. For the LUMO energy, the calculation gives -0.0870 hartree. The value obtained for the HOMO-LUMO gap is 11.3 eV.

Geometry as ORCA input:
```
! RIJCOSX wB97M-V def2-TZVPD def2/J DEFGRID3
* xyz 1 1
C 0.083 -1.314 0.101
O 0.274 -1.613 -1.266
C 0.531 0.125 0.362
C 0.726 0.438 1.829
N 1.810 0.297 -0.402
H -0.962 -1.429 0.410
H 0.691 -2.036 0.661
H -0.283 -1.058 -1.822
H -0.192 0.793 -0.086
H -0.178 0.201 2.395
H 0.967 1.492 1.987
H 1.532 -0.155 2.257
H 2.648 0.101 0.158
H 1.759 -0.341 -1.211
H 1.849 1.244 -0.771
H -3.636 1.329 -0.376
H -3.245 -0.023 0.273
O -2.926 0.683 -0.329
H -1.893 0.488 -1.667
H -1.677 0.313 -3.214
O -1.209 0.346 -2.366
H 4.546 0.136 1.803
H 4.478 -1.299 1.220
O 3.990 -0.463 1.299
H 1.094 2.759 -2.217
H 0.160 1.497 -2.039
O 0.924 1.973 -1.655
H -4.149 -2.080 1.040
H -4.074 -1.068 2.233
O -3.637 -1.335 1.395
*
```

Entry 4:
The following is a DFT calculation (ωB97M-V/def2-TZVPD) of a 9-piece molecular cluster, C3H22BF4O10S overall.

The value obtained for the HOMO energy is -7.53 eV. For the LUMO energy, the calculation gives 0.0947 hartree. The value obtained for the HOMO-LUMO gap is 10.1 eV.

Geometry as ORCA input:
```
! RIJCOSX wB97M-V def2-TZVPD def2/J DEFGRID3
* xyz -1 1
B -0.655 -1.978 -0.398
F -2.028 -2.167 -0.530
F -0.164 -1.477 0.774
F 0.010 -3.174 -0.755
F -0.273 -1.085 -1.363
O -0.391 3.209 1.662
S -0.057 3.312 0.240
O -0.958 4.096 -0.630
O 1.448 3.916 0.010
C 2.472 3.501 0.918
C 2.518 4.396 2.226
C 0.065 1.702 -0.472
H 3.352 3.536 0.277
H 2.357 2.462 1.231
H 3.158 3.907 2.960
H 1.489 4.450 2.576
H 2.940 5.364 1.961
H 0.380 1.704 -1.513
H -0.916 1.275 -0.271
H 0.841 1.190 0.097
O 2.525 -2.553 -1.773
H 2.966 -1.934 -2.359
H 1.589 -2.389 -1.908
O -2.444 -4.821 -0.670
H -1.682 -5.297 -1.006
H -2.144 -3.907 -0.599
O 2.212 -2.971 0.826
H 2.425 -2.461 1.610
H 1.300 -2.722 0.621
O -3.137 -0.449 -2.346
H -2.499 -1.082 -2.003
H -2.613 0.318 -2.584
O -0.408 -0.464 3.201
H -0.404 -0.841 2.312
H -0.902 -1.095 3.728
O 0.409 -0.262 -4.044
H -0.104 0.548 -4.024
H -0.013 -0.831 -3.393
O -4.488 -1.594 1.521
H -4.505 -1.232 2.409
H -3.671 -2.098 1.479
*
```

Entry 5:
The following is a DFT calculation (ωB97M-V/def2-TZVPD) of a 9-piece molecular cluster, C3H24NO9 overall.

The value obtained for the HOMO energy is -14.00 eV. For the LUMO energy, the calculation gives -0.1144 hartree. The value obtained for the HOMO-LUMO gap is 10.9 eV.

Geometry as ORCA input:
```
! RIJCOSX wB97M-V def2-TZVPD def2/J DEFGRID3
* xyz 1 1
O 1.109 -1.815 1.163
C 0.267 -1.140 0.600
C -1.036 -0.927 1.272
N -1.206 0.483 1.751
C -2.614 0.711 2.091
H 0.790 -0.524 -0.133
H -1.916 -1.287 0.737
H -1.184 -1.580 2.144
H -0.624 0.636 2.579
H -0.865 1.083 0.979
H -3.119 1.542 1.581
H -2.721 1.105 3.101
H -3.275 -0.084 1.770
H 1.322 -0.287 -3.455
H -0.143 -0.058 -3.383
O 0.684 0.376 -3.167
H 0.808 1.888 -1.876
H 1.645 3.181 -1.979
O 1.441 2.441 -1.395
H 2.082 -2.025 -1.106
H 2.155 -0.617 -1.830
O 1.981 -1.551 -1.937
H -1.860 3.043 -0.778
H -2.442 1.626 -0.511
O -1.876 2.312 -0.154
H 2.650 1.077 -0.273
H 3.309 2.229 0.154
O 2.692 1.590 0.544
H -1.452 -3.357 -0.925
H -1.970 -2.748 -2.113
O -2.187 -2.771 -1.174
H 1.613 -3.725 0.365
H 1.443 -4.152 -1.136
O 0.983 -3.985 -0.307
H 1.360 2.040 1.636
H 1.201 3.096 2.654
O 0.955 2.174 2.514
*
```

Entry 6:
The following is a DFT calculation (ωB97M-V/def2-TZVPD) of a 11-piece molecular cluster, C3H26NO11S overall.

The value obtained for the HOMO energy is -4.42 eV. For the LUMO energy, the calculation gives 0.0969 hartree. The value obtained for the HOMO-LUMO gap is 7.1 eV.

Geometry as ORCA input:
```
! RIJCOSX wB97M-V def2-TZVPD def2/J DEFGRID3
* xyz -1 1
O -0.532 2.084 -2.308
C 0.100 2.344 -1.214
C 0.281 3.830 -0.824
C 0.642 3.803 0.774
S 2.177 2.953 1.496
N 1.214 4.701 -1.525
H 0.677 1.676 -0.677
H -0.607 4.419 -0.899
H 0.642 4.918 1.226
H -0.074 3.210 1.356
H 1.678 4.183 -2.270
H 1.912 5.236 -0.814
H 2.449 -0.195 1.009
H 3.257 0.471 -0.100
O 2.808 -0.244 0.146
H -1.289 0.484 -3.588
H -1.889 -0.600 -2.510
O -1.867 -0.247 -3.396
H -0.902 -2.239 -1.367
H 0.035 -1.008 -0.893
O -0.900 -1.338 -0.939
H -4.774 0.254 -1.063
H -4.525 -0.514 -2.262
O -5.123 -0.540 -1.506
H 0.815 -4.263 1.760
H 1.022 -3.125 2.647
O 0.424 -3.887 2.546
H 0.589 -3.508 -0.808
H -0.267 -3.809 0.250
O 0.163 -4.365 -0.479
H 1.998 -1.660 -0.439
H 1.748 -1.871 -2.195
O 1.606 -2.152 -1.241
H -0.187 0.403 1.956
H 1.147 1.064 2.162
O 0.774 0.128 2.180
H -4.636 -1.797 2.257
H -3.887 -2.083 0.996
O -3.847 -1.535 1.813
H 2.709 -1.917 3.541
H 2.019 -1.185 2.533
O 2.421 -2.080 2.670
*
```

Entry 7:
The following is a DFT calculation (ωB97M-V/def2-TZVPD) of a 11-piece molecular cluster, C3H27NO11S overall.

The value obtained for the HOMO energy is -1.02 eV. For the LUMO energy, the calculation gives 0.1962 hartree. The value obtained for the HOMO-LUMO gap is 6.4 eV.

Geometry as ORCA input:
```
! RIJCOSX wB97M-V def2-TZVPD def2/J DEFGRID3
* xyz -2 1
C -1.327 1.973 -0.480
O -2.239 0.909 -0.359
C 0.032 1.454 -0.963
C 1.044 2.614 -1.107
S 0.591 3.674 -2.547
N 0.596 0.437 -0.049
H -1.846 2.606 -1.204
H -1.249 2.537 0.493
H -0.129 0.893 -1.977
H 2.092 2.208 -1.295
H 1.048 3.208 -0.170
H 0.492 0.711 0.927
H 0.119 -0.415 -0.151
H 2.747 -1.336 2.707
H 3.429 -0.700 1.454
O 3.466 -0.727 2.447
H -0.431 1.757 -3.901
H -1.789 1.892 -3.331
O -1.302 1.356 -3.950
H -1.556 -0.128 -3.096
H -2.047 -0.237 -1.579
O -1.813 -0.801 -2.397
H -2.408 -1.765 1.058
H -3.364 -1.994 -0.157
O -2.898 -2.532 0.535
H 0.846 -0.299 2.895
H -0.430 -1.021 2.251
O 0.494 -1.166 2.722
H 2.461 -1.642 -0.014
H 2.466 -0.198 -0.371
O 3.124 -0.903 -0.189
H -1.510 -2.846 -0.378
H -0.954 -2.119 -1.639
O -0.721 -2.812 -1.004
H 2.441 0.583 2.886
H 1.732 1.886 2.363
O 1.709 1.220 3.017
H 0.603 -2.808 0.026
H 1.042 -2.180 1.469
O 1.354 -2.691 0.671
H -2.004 0.258 0.476
H -2.207 -0.264 2.288
O -1.703 -0.589 1.623
*
```

Entry 8:
The following is a DFT calculation (ωB97M-V/def2-TZVPD) of a 11-piece molecular cluster, C3H29NO11 overall.

The value obtained for the HOMO energy (alpha / beta) is 0.19 / -6.87 eV. Its expectation value of S² is 0.75. For the LUMO energy (alpha / beta), the calculation gives 0.0958 / 0.0932 hartree. The value obtained for the HOMO-LUMO gap (alpha / beta) is 2.4 / 9.4 eV.

Geometry as ORCA input:
```
! RIJCOSX wB97M-V def2-TZVPD def2/J DEFGRID3
* xyz -1 2
C 0.341 -0.758 0.266
N -0.406 -0.468 1.482
C -1.696 -1.125 1.550
O -2.729 -0.424 0.858
C 1.621 0.056 0.233
H -0.264 -0.571 -0.620
H 0.585 -1.820 0.243
H -0.527 0.530 1.553
H -2.024 -1.122 2.589
H -1.636 -2.145 1.170
H -2.645 -0.493 -0.137
H 2.257 -0.201 -0.611
H 2.231 -0.145 1.120
H 1.389 1.123 0.203
H 1.093 -1.535 -3.060
H 1.500 -2.881 -3.782
O 1.773 -2.273 -3.072
H -0.102 0.885 3.635
H -1.188 1.875 3.282
O -0.323 1.818 3.766
H -0.570 2.454 -1.471
H -1.779 2.074 -2.356
O -0.811 2.156 -2.383
H -1.847 2.547 1.304
H -2.722 1.256 1.621
O -2.365 2.097 2.013
H -0.896 4.177 0.128
H 0.186 3.274 0.783
O -0.607 3.270 0.170
H 2.700 -2.885 -1.697
H 3.557 -4.149 -1.324
O 3.267 -3.281 -0.985
H -0.222 0.559 -2.990
H -0.450 -0.189 -4.392
O -0.301 -0.344 -3.427
H 0.722 2.787 2.767
H 2.099 2.629 1.980
O 1.308 3.173 2.061
H 1.969 -2.666 1.797
H 2.785 -3.477 0.763
O 2.439 -3.506 1.687
H -1.818 -0.581 -2.494
H -3.249 -1.195 -2.272
O -2.646 -0.508 -1.952
*
```

Entry 9:
The following is a DFT calculation (ωB97M-V/def2-TZVPD) of C3H2Br2Cl3O2Se2Te2Ti as an isolated structure.

The value obtained for the HOMO energy is -4.12 eV. For the LUMO energy, the calculation gives 0.0593 hartree. The value obtained for the HOMO-LUMO gap is 5.7 eV.

Geometry as ORCA input:
```
! RIJCOSX wB97M-V def2-TZVPD def2/J DEFGRID3
* xyz -1 1
Ti -0.470 -0.176 -0.046
Br -2.023 -2.116 0.026
C -2.398 0.815 -0.034
Br -2.738 2.715 -0.010
H -2.883 0.438 0.859
H -2.883 0.448 -0.932
Se -0.360 0.826 2.265
Te 0.774 2.962 1.446
Te 0.730 3.068 -1.395
Se -0.365 0.958 -2.326
Cl 3.481 -3.272 -0.287
C 2.142 -2.167 -0.159
Cl 1.039 -2.346 -1.552
Cl 1.208 -2.467 1.330
C 2.565 -0.653 -0.120
O 3.734 -0.365 -0.127
O 1.545 0.120 -0.079
*
```

Entry 10:
The following is a DFT calculation (ωB97M-V/def2-TZVPD) of the molecule C3H2Br2N2O.

The value obtained for the HOMO energy is -8.12 eV. For the LUMO energy, the calculation gives 0.0168 hartree. The value obtained for the HOMO-LUMO gap is 8.6 eV.

Geometry as ORCA input:
```
! RIJCOSX wB97M-V def2-TZVPD def2/J DEFGRID3
* xyz 0 1
C 1.535 0.741 -0.038
C 1.574 -0.690 -0.077
C -0.635 -0.028 0.046
N 0.209 1.090 0.109
N 0.259 -1.174 -0.054
O -1.816 0.099 -0.084
Br 3.004 1.928 -0.002
Br 3.034 -1.935 0.014
H -0.025 2.016 0.368
H -0.178 -2.019 0.286
*
```

Entry 11:
The following is a DFT calculation (ωB97M-V/def2-TZVPD) of C3H2Br3O2 as an isolated structure.

The value obtained for the HOMO energy is -4.63 eV. For the LUMO energy, the calculation gives 0.1105 hartree. The value obtained for the HOMO-LUMO gap is 7.6 eV.

Geometry as ORCA input:
```
! RIJCOSX wB97M-V def2-TZVPD def2/J DEFGRID3
* xyz -1 1
C -1.486 0.410 0.394
C 0.165 -0.089 0.631
C 0.696 -0.327 -0.694
O -1.817 1.346 1.055
O -1.997 -0.255 -0.466
Br 0.245 -1.667 1.710
Br 0.501 1.351 -1.734
Br 2.731 -0.548 -0.548
H 0.696 0.775 1.002
H 0.265 -0.996 -1.349
*
```

Entry 12:
The following is a DFT calculation (ωB97M-V/def2-TZVPD) of a 2-piece molecular cluster, C3H2BrClN2 overall.

The value obtained for the HOMO energy (alpha / beta) is -8.80 / -8.80 eV. For the LUMO energy (alpha / beta), the calculation gives -0.0164 / -0.0163 hartree. The value obtained for the HOMO-LUMO gap (alpha / beta) is 8.4 / 8.4 eV.

Geometry as ORCA input:
```
! RIJCOSX wB97M-V def2-TZVPD def2/J DEFGRID3
* xyz 0 1
C 1.075 0.149 1.201
C 1.681 1.004 0.653
C -1.974 0.152 -0.589
N -0.991 -0.490 -0.694
N 0.031 -0.855 -1.267
Cl 1.995 2.114 -0.566
Br -3.575 -0.161 0.282
H 1.012 -0.818 1.616
H 0.745 -1.094 -0.637
*
```

Entry 13:
The following is a DFT calculation (ωB97M-V/def2-TZVPD) of the molecule C3H2BrClO.

The value obtained for the HOMO energy is -9.52 eV. For the LUMO energy, the calculation gives -0.0282 hartree. The value obtained for the HOMO-LUMO gap is 8.8 eV.

Geometry as ORCA input:
```
! RIJCOSX wB97M-V def2-TZVPD def2/J DEFGRID3
* xyz 0 1
C -0.621 0.262 1.064
C 1.139 -0.148 -0.745
C -0.237 -0.171 -0.293
O 1.486 -0.313 -1.885
Cl -2.212 0.355 1.571
Br -1.574 -0.477 -1.571
H 0.159 0.439 1.787
H 1.861 0.053 0.072
*
```

Entry 14:
The following is a DFT calculation (ωB97M-V/def2-TZVPD) of C3H2BrClO2S as an isolated structure.

The value obtained for the HOMO energy is -10.64 eV. For the LUMO energy, the calculation gives -0.0988 hartree. The value obtained for the HOMO-LUMO gap is 8.0 eV.

Geometry as ORCA input:
```
! RIJCOSX wB97M-V def2-TZVPD def2/J DEFGRID3
* xyz 0 1
C 0.785 0.262 0.674
C 0.745 -0.719 -0.210
C -0.609 0.823 0.579
O -1.029 0.129 -2.057
O -1.861 -1.452 -0.370
S -0.937 -0.442 -0.758
Cl 1.990 0.839 1.698
Br 2.766 -1.976 -1.207
H -1.216 0.702 1.469
H -0.633 1.833 0.181
*
```

Number 1: maximum force 1.6 eV/Å, E -651.2295 Eh. Number 2: maximum force 2.2 eV/Å, E -480.5713 Eh. Number 3: maximum force 3.6 eV/Å, E -632.3014 Eh. Number 4: maximum force 2.8 eV/Å, E -1702.7135 Eh. Number 5: maximum force 3.7 eV/Å, E -860.3076 Eh. Number 6: maximum force 7.8 eV/Å, E -1410.4480 Eh. Number 7: maximum force 4.3 eV/Å, E -1411.1837 Eh. Number 8: maximum force 1.0 eV/Å, E -1014.1348 Eh. Number 9: maximum force 0.9 eV/Å, E -12983.1767 Eh. Number 10: maximum force 4.6 eV/Å, E -5448.2897 Eh. Number 11: maximum force 3.2 eV/Å, E -7988.1091 Eh. Number 12: maximum force 3.8 eV/Å, E -3259.0038 Eh. Number 13: maximum force 6.0 eV/Å, E -3224.9100 Eh. Number 14: maximum force 3.6 eV/Å, E -3698.2371 Eh.